{
  "formula": "C19H28HfN6O2",
  "method": "ωB97M-V/def2-TZVPD",
  "total_charge": 4,
  "molar_mass_g_mol": 550.96,
  "orbital_gap_ev": 5.66,
  "energy_ha": -1266.326631,
  "lumo_ev": -14.964,
  "species": ["N", "C", "C", "H", "H", "H", "N", "C", "C", "H", "H", "H", "N", "C", "C", "H", "H", "H", "Hf", "C", "O", "C", "O", "C", "C", "C", "C", "C", "C", "H", "H", "H", "H", "H", "H", "C", "N", "C", "C", "N", "N", "C", "C", "H", "H", "H", "H", "H", "H", "H", "H", "H", "H", "H", "H", "H"],
  "xyz": [[0.56436, -1.78186, 1.15279], [0.74116, -2.16308, 2.24479], [1.00023, -2.66232, 3.57047], [1.94830, -2.24358, 3.94510], [1.08214, -3.76013, 3.52720], [0.18850, -2.39078, 4.26576], [-1.37583, -1.83269, -2.00908], [-2.26381, -2.25822, -2.63895], [-3.31801, -2.83254, -3.43632], [-3.29470, -3.92669, -3.34891], [-3.18236, -2.56717, -4.49316], [-4.31322, -2.48636, -3.12155], [1.45157, 0.52171, -1.71519], [2.09458, 1.40932, -2.11044], [2.94094, 2.44834, -2.64374], [2.34335, 3.26433, -3.07929], [3.57974, 2.01664, -3.42917], [3.58411, 2.86433, -1.85225], [-0.07477, -0.63423, -0.60940], [-1.31649, 0.90578, -1.68232], [-1.86798, 1.63474, -2.38156], [-2.01454, -0.82386, 0.51018], [-3.02509, -1.16044, 1.00733], [1.64190, -3.82132, -0.83690], [2.70379, -2.92164, -0.69858], [3.03070, -2.05988, -1.75113], [2.29419, -2.09781, -2.93960], [1.23107, -2.99472, -3.07586], [0.90511, -3.85713, -2.02424], [1.42130, -4.52153, -0.03245], [3.30016, -2.92890, 0.21239], [3.88366, -1.38840, -1.66796], [2.57814, -1.45352, -3.77036], [0.68072, -3.05554, -4.01341], [0.10414, -4.58346, -2.15210], [1.50355, 3.19014, 2.10913], [0.08450, 2.94782, 2.15434], [-0.74681, 3.94702, 2.78196], [-0.47040, 1.91862, 1.48331], [0.28995, 1.09433, 0.77999], [-1.84683, 1.75836, 1.57297], [-2.48879, 1.40537, 2.83560], [-2.73318, 2.40756, 0.60906], [1.64838, 4.11534, 2.66529], [1.89192, 3.33647, 1.09384], [2.08244, 2.40104, 2.60059], [-1.48769, 4.36435, 2.09340], [-1.28495, 3.54447, 3.64211], [-0.07466, 4.73447, 3.11401], [1.26859, 1.33580, 0.97697], [-2.99838, 2.28353, 3.27605], [-3.22634, 0.61890, 2.63224], [-1.74636, 1.01262, 3.54400], [-3.32717, 1.64326, 0.07770], [-3.43070, 3.08341, 1.15715], [-2.15410, 2.99973, -0.12181]],
  "forces_ev_per_a": [[-0.205, -0.436, 1.941], [-0.198, 0.441, -1.488], [0.079, -0.178, 0.255], [-0.197, -0.094, -0.134], [-0.003, 0.217, 0.016], [0.172, -0.038, -0.289], [-1.390, 0.124, -0.317], [0.888, 0.285, 0.560], [-0.216, -0.147, -0.186], [0.098, 0.082, 0.052], [0.109, 0.032, 0.118], [0.270, 0.062, 0.104], [0.280, 1.428, -0.311], [-0.419, -0.904, 0.094], [0.213, 0.192, -0.085], [0.031, -0.260, 0.107], [-0.111, 0.054, 0.126], [-0.163, -0.167, -0.139], [4.423, -1.366, 0.265], [-3.394, 4.285, -4.014], [2.305, -2.979, 2.899], [-7.338, -1.766, 3.821], [5.712, 1.937, -2.758], [-0.248, -0.051, -0.137], [0.043, 0.238, -0.077], [-0.066, -0.024, 0.232], [-0.240, -0.066, -0.104], [0.141, 0.206, -0.032], [0.055, -0.025, 0.250], [0.018, 0.083, -0.216], [-0.040, 0.020, -0.219], [-0.111, -0.187, 0.034], [-0.072, -0.192, 0.106], [0.176, 0.027, 0.133], [0.195, 0.077, 0.075], [0.827, 0.414, 0.361], [-0.865, -2.083, -1.641], [-0.695, 0.721, 0.658], [-0.032, 2.381, 1.904], [0.189, -1.306, -0.873], [0.026, -1.214, -0.864], [0.073, 0.160, 0.480], [-0.287, 0.517, -0.093], [0.506, -0.207, -0.148], [-0.240, 0.046, 0.036], [-0.105, 0.027, 0.060], [0.245, -0.020, -0.003], [0.239, 0.109, 0.029], [-0.414, 0.099, 0.096], [-0.158, -0.317, -0.607], [0.127, -0.534, -0.116], [-0.021, 0.245, 0.218], [-0.234, 0.146, -0.134], [-0.056, 0.430, 0.152], [0.402, -0.387, -0.575], [-0.326, -0.138, 0.377]],
  "lowdin_charge": [0.057, -0.080, 0.038, 0.137, 0.138, 0.133, 0.065, -0.072, 0.044, 0.137, 0.138, 0.135, 0.060, -0.085, 0.040, 0.135, 0.137, 0.131, 1.536, -0.059, 0.256, -0.051, 0.218, -0.098, -0.099, -0.100, -0.099, -0.095, -0.095, 0.123, 0.122, 0.122, 0.123, 0.124, 0.123, 0.000, -0.086, 0.027, -0.394, 0.008, -0.214, -0.029, -0.041, 0.115, 0.109, 0.120, 0.116, 0.107, 0.114, 0.067, 0.115, 0.089, 0.117, 0.086, 0.129, 0.104]
}